Entry from OMol25: the molecule C4H4O2S (ωB97M-V/def2-TZVPD).

Structure (XYZ):
```
11
Properties=species:S:1:pos:R:3:nbo_charge:R:1
O -1.5719 -1.0469 -0.4946 -0.631
C -0.3192 -0.6209 -0.4678 0.197
C 0.7964 -1.0654 -0.9078 0.008
O 1.9110 -0.2947 -0.4836 -0.439
C 1.2356 0.7993 0.2329 0.143
C -0.0753 0.7120 0.0783 -0.328
S -1.1788 1.6258 1.1807 -0.038
H -2.0467 -0.3822 -0.1306 0.479
H 0.9768 -1.7229 -1.8269 0.217
H 1.9889 1.5930 0.6761 0.233
H -1.7168 0.4029 2.1433 0.160
```

For the max |F|, the calculation gives 6.3 eV Å⁻¹. Its SMILES is Oc1cocc1S. For the total energy, the calculation gives -703.3669 a.u. The gap between HOMO and LUMO comes out at 8.7582 eV.



Entry from OMol25: the molecule C2H7NOS (ωB97M-V/def2-TZVPD).

Structure (XYZ):
```
12
Properties=species:S:1:pos:R:3:nbo_charge:R:1
C -0.8564 -1.1255 0.0995 -0.427
N -0.0391 0.0242 -0.1396 -0.523
C -0.6529 1.2903 0.1328 -0.426
S 1.7310 -0.1036 0.6856 0.579
O 2.6689 0.0870 -0.6309 -0.839
H -0.2345 -2.0176 0.1100 0.212
H -1.4333 -1.0747 1.0318 0.166
H -1.5563 -1.2076 -0.7402 0.196
H -1.1114 1.3548 1.1285 0.165
H 0.0957 2.0743 0.0307 0.216
H -1.4257 1.4487 -0.6275 0.196
H 2.8141 -0.7502 -1.0807 0.485
```

For the max |F|, the calculation gives 4.0 eV Å⁻¹. Its SMILES is CN(C)SO. For the total energy, the calculation gives -608.5169 a.u. The gap between HOMO and LUMO comes out at 9.4921 eV.



Entry from OMol25: the molecule C2H8NO2PS (ωB97M-V/def2-TZVPD).

Structure (XYZ):
```
15
Properties=species:S:1:pos:R:3:nbo_charge:R:1
C -1.3271 1.8725 0.3209 -0.438
N -0.6121 0.8247 1.0125 -1.012
P -0.4163 -0.6090 0.2828 1.947
O -0.1937 -1.7223 1.6120 -0.952
S -1.7457 -1.2248 -1.0146 -0.605
O 1.0892 -0.4957 -0.2540 -0.854
C 1.8175 -1.6852 -0.8616 -0.244
H -0.6814 2.5301 -0.3496 0.199
H -1.9106 1.2222 -0.3843 0.235
H -2.1056 2.3765 0.9665 0.208
H 0.3019 1.0490 1.6562 0.426
H -1.0486 -1.9511 1.7723 0.477
H 1.3354 -2.5741 -0.5730 0.202
H 2.8715 -1.6032 -0.3850 0.204
H 1.7962 -1.5097 -1.9710 0.207
```

For the max |F|, the calculation gives 5.7 eV Å⁻¹. Its SMILES is CN[P@@](O)(=S)OC. For the total energy, the calculation gives -1025.8209 a.u. The gap between HOMO and LUMO comes out at 9.8201 eV.



Entry from OMol25: a cluster of 8 separate species, C27H69NO8 in total (ωB97M-V/def2-TZVPD).

Structure (XYZ):
```
105
Properties=species:S:1:pos:R:3:lowdin_charge:R:1
C -1.8686 -6.6864 -2.2040 -0.033
C -2.7561 -5.4374 -2.2173 -0.513
C -3.9785 -5.6853 -3.1239 -0.034
C -3.3546 -5.1637 -0.8349 -0.141
C -2.3663 -4.4833 0.1160 -0.168
C -1.8311 -3.2110 -0.5242 -0.154
C -1.2346 -3.3643 -1.9259 -0.503
C -1.1920 -1.9875 -2.5789 -0.035
C 0.2128 -3.8412 -1.7568 -0.022
N -2.0381 -4.2721 -2.7286 -0.108
O -1.4858 -4.5113 -4.0014 -0.006
H -1.5221 -6.8853 -3.2241 0.081
H -0.9878 -6.6621 -1.5654 0.070
H -2.4006 -7.6264 -2.0185 0.083
H -4.4041 -6.6463 -2.8181 0.085
H -4.7178 -4.9033 -2.9874 0.081
H -3.6788 -5.8527 -4.1599 0.078
H -4.2443 -4.5280 -0.8674 0.116
H -3.6772 -6.0783 -0.3320 0.123
H -2.8023 -4.2533 1.0879 0.114
H -1.5458 -5.1940 0.2762 0.108
H -1.0723 -2.8086 0.1516 0.107
H -2.6588 -2.4935 -0.4996 0.094
H -0.5424 -1.9895 -3.4591 0.072
H -0.8668 -1.1650 -1.9413 0.060
H -2.1667 -1.7118 -2.9942 0.091
H 0.8110 -3.0878 -1.2409 0.072
H 0.6792 -3.9191 -2.7467 0.084
H 0.3451 -4.8353 -1.3296 0.074
H -2.1753 -4.1634 -4.5780 0.105
C 0.2434 2.5408 4.0580 -0.051
C 0.3581 1.0906 4.4872 -0.478
C -0.1664 0.8941 5.9005 -0.071
O -0.4250 0.2334 3.6550 -0.081
H 0.9467 2.7979 3.2582 0.059
H 0.5517 3.1903 4.8822 0.082
H -0.7127 2.8417 3.6363 0.079
H 1.4002 0.7569 4.4749 0.122
H -0.1765 -0.1718 6.1453 0.075
H -1.2210 1.1671 6.0156 0.081
H 0.3578 1.4447 6.6836 0.075
H -0.6774 0.6584 2.8023 0.051
C -2.5685 -0.4747 1.0791 -0.049
C -2.3790 0.9247 0.6087 -0.424
C -3.4964 1.8610 1.0918 -0.033
O -1.1506 1.4043 1.2104 -0.124
H -3.3830 -0.9490 0.5238 0.087
H -2.7307 -0.5409 2.1563 0.098
H -1.7156 -1.1309 0.8845 0.058
H -2.2720 1.0112 -0.4779 0.143
H -3.5660 2.7803 0.5059 0.074
H -3.3526 2.0879 2.1460 0.087
H -4.4673 1.3801 0.9333 0.082
H -0.9614 2.3108 0.8896 0.070
C 0.2043 5.9322 1.5834 -0.052
C -0.7155 5.0684 0.7432 -0.447
C -0.9546 5.7241 -0.6140 -0.052
O -0.0719 3.8051 0.5009 -0.098
H 1.1250 6.2078 1.0727 0.083
H 0.4220 5.5394 2.5783 0.073
H -0.3468 6.8500 1.8352 0.083
H -1.6560 4.8689 1.2608 0.137
H -1.7922 5.2601 -1.1391 0.076
H -0.0528 5.6957 -1.2221 0.078
H -1.2544 6.7713 -0.4933 0.080
H 0.8038 3.9278 0.0913 0.048
C 3.6817 -1.6865 3.2408 -0.055
C 3.0935 -1.2764 1.9100 -0.490
C 3.1260 -2.3627 0.8400 -0.049
O 1.8102 -0.6789 2.0668 -0.067
H 4.7133 -2.0247 3.1177 0.081
H 3.1651 -2.4519 3.8272 0.085
H 3.7301 -0.8266 3.9141 0.077
H 3.7222 -0.4819 1.4928 0.127
H 3.9891 -3.0296 0.8957 0.079
H 3.0296 -1.9907 -0.1765 0.075
H 2.3265 -3.0739 1.0984 0.083
H 1.2397 -1.3376 2.4887 0.099
C 1.3692 0.4080 -3.9652 -0.045
C 1.3835 1.8311 -3.4692 -0.450
C -0.0173 2.4164 -3.3238 -0.049
O 1.9704 1.8610 -2.1465 -0.107
H 2.4045 0.0944 -4.1361 0.084
H 0.8412 0.3563 -4.9173 0.087
H 1.0178 -0.2838 -3.2024 0.060
H 1.9448 2.5549 -4.0639 0.140
H 0.0031 3.4385 -2.9510 0.071
H -0.6254 1.7575 -2.6936 0.075
H -0.5912 2.4320 -4.2587 0.081
H 1.3907 1.2857 -1.5923 0.052
C 3.3768 2.6283 0.8423 -0.045
C 3.5915 3.9407 0.0818 -0.451
C 4.8106 3.9750 -0.8192 -0.047
O 2.4043 4.1874 -0.6802 -0.105
H 3.3107 1.7200 0.2477 0.071
H 2.5436 2.6852 1.5458 0.065
H 4.2104 2.4529 1.5404 0.083
H 3.6473 4.7531 0.8086 0.135
H 4.6260 3.3460 -1.6928 0.081
H 5.6967 3.5792 -0.3188 0.079
H 5.0349 4.9847 -1.1602 0.077
H 2.1652 3.4286 -1.2614 0.059
O 0.4086 0.2922 -0.3417 -0.062
H -0.1492 0.9101 0.1653 -0.021
H 0.9782 -0.1264 0.3253 0.031
```

For the max |F|, the calculation gives 1.7 eV Å⁻¹. Its SMILES is CC1(C)CCCC(C)(C)N1O.CC(C)O.CC(C)O.CC(C)O.CC(C)O.CC(C)O.CC(C)O.O. For the total energy, the calculation gives -1726.7610 a.u. The gap between HOMO and LUMO comes out at 8.8211 eV.



Entry from OMol25: a structure of composition C12H16NO4PPtS4 (ωB97M-V/def2-TZVPD).

Structure (XYZ):
```
39
Properties=species:S:1:pos:R:3:nbo_charge:R:1
Pt 0.2783 0.1433 -0.1051 0.371
O -2.9238 -4.5925 3.7577 -0.401
C -2.3957 -3.7397 3.1441 0.234
S -2.2595 -3.7846 1.3364 0.517
C -1.4271 -2.3185 1.1458 -0.379
C -1.1294 -1.5457 2.4225 -0.426
S -0.3884 -0.1101 2.4307 0.171
S -1.6815 -2.2729 3.8786 0.500
S -0.9867 -1.8531 -0.3801 0.229
C 0.1890 3.8608 -0.1364 -0.250
O -0.5747 3.0254 -1.0368 -0.821
P -1.1998 1.6406 -0.6258 2.106
O -2.1714 1.8281 0.5764 -0.836
C -3.3541 2.6927 0.4849 -0.256
O -2.1059 1.2604 -1.8350 -0.822
C -1.6343 1.1490 -3.2033 -0.252
H 0.1352 4.8662 -0.5398 0.239
H 1.2245 3.5256 -0.1229 0.174
H -0.2382 3.8356 0.8651 0.202
H -3.6846 2.8397 1.5065 0.225
H -4.1116 2.1825 -0.1020 0.216
H -3.0834 3.6424 0.0290 0.203
H -2.4898 0.8196 -3.7817 0.231
H -0.8353 0.4099 -3.2527 0.189
H -1.2907 2.1210 -3.5473 0.212
N 2.2669 0.8600 -0.2586 -0.797
C 2.5560 -0.5273 -0.2396 0.107
C 2.8614 -1.2179 -1.4262 -0.225
C 3.0525 -2.5753 -1.3683 -0.166
C 2.9413 -3.2601 -0.1480 -0.139
C 2.6471 -2.5818 1.0162 -0.207
C 2.4462 -1.2015 0.9851 -0.260
H 2.5345 1.3620 -1.1007 0.435
H 2.6073 1.4073 0.5277 0.429
H 2.9477 -0.6854 -2.3651 0.246
H 3.3011 -3.1170 -2.2705 0.255
H 3.1095 -4.3282 -0.1195 0.252
H 2.5966 -3.1098 1.9587 0.249
H 2.2707 -0.6505 1.8996 0.245
```

As for the total charge: +2. For the max |F|, the calculation gives 2.0 eV Å⁻¹. For the total energy, the calculation gives -2875.4969 a.u. The gap between HOMO and LUMO comes out at 5.8028 eV.



Entry from OMol25: a cluster of 6 separate species, C36H30N6O12 in total (ωB97M-V/def2-TZVPD).

Structure (XYZ):
```
84
Properties=species:S:1:pos:R:3:lowdin_charge:R:1
O 0.6874 7.5047 -1.8822 0.080
N 0.9238 6.3206 -1.9470 -0.352
O 1.6229 5.6952 -1.1665 0.072
C 0.3026 5.5387 -3.0223 -0.163
C 0.4601 4.1631 -3.0104 -0.017
C -0.2433 3.4322 -3.9431 -0.075
C -1.0954 4.0513 -4.8671 -0.063
C -1.2420 5.4312 -4.8265 -0.067
C -0.5324 6.1778 -3.9108 -0.009
H 1.2123 3.6767 -2.4076 0.122
H -0.1588 2.3547 -4.0080 0.102
H -1.5645 3.4031 -5.5944 0.111
H -1.9172 5.9149 -5.5210 0.113
H -0.6451 7.2504 -3.8447 0.125
O -1.7456 1.6983 2.8081 0.067
N -2.1315 2.8076 3.1288 -0.358
O -2.8287 3.0452 4.0900 0.083
C -1.7943 3.9262 2.2252 -0.153
C -1.7569 5.1992 2.7620 -0.003
C -1.6423 6.2767 1.8850 -0.049
C -1.4819 6.0401 0.5253 -0.067
C -1.5561 4.7619 0.0153 -0.060
C -1.6989 3.6735 0.8764 0.009
H -1.8539 5.4283 3.8121 0.119
H -1.6493 7.2918 2.2575 0.109
H -1.3622 6.8615 -0.1722 0.104
H -1.3339 4.5384 -1.0193 0.085
H -1.7776 2.6760 0.4681 0.102
O -1.5221 1.4236 -1.7879 0.047
N -1.3511 0.2480 -2.0823 -0.329
O -1.8973 -0.3206 -3.0064 0.084
C -0.4651 -0.5326 -1.2366 -0.156
C -0.5334 -1.9095 -1.2586 -0.002
C 0.3505 -2.6552 -0.5152 -0.048
C 1.3667 -2.0223 0.2086 -0.047
C 1.4573 -0.6337 0.1584 -0.056
C 0.5043 0.1223 -0.5023 0.004
H -1.3211 -2.3692 -1.8427 0.123
H 0.3032 -3.7345 -0.5523 0.079
H 1.9804 -2.5247 0.9421 0.090
H 2.2362 -0.1904 0.7666 0.111
H 0.5533 1.2028 -0.4706 0.117
O -3.4069 6.0064 -2.3760 0.056
N -4.6141 5.8361 -2.3860 -0.340
O -5.4455 6.7031 -2.2478 0.092
C -5.0598 4.4511 -2.5777 -0.142
C -4.0953 3.4913 -2.8185 -0.003
C -4.4455 2.1567 -2.9044 -0.050
C -5.7922 1.8109 -2.7960 -0.058
C -6.7769 2.7991 -2.7078 -0.066
C -6.4029 4.1231 -2.5096 -0.004
H -3.0417 3.7264 -2.8318 0.095
H -3.6597 1.4234 -2.9634 0.072
H -6.1030 0.7717 -2.7999 0.107
H -7.8155 2.5355 -2.8501 0.106
H -7.1691 4.8815 -2.4165 0.119
O 0.3831 -6.0713 0.0961 0.080
N 1.5522 -6.1945 0.4250 -0.331
O 2.3560 -5.2829 0.4335 0.070
C 1.9784 -7.5267 0.8563 -0.151
C 1.5198 -8.6082 0.1389 -0.008
C 2.0597 -9.8440 0.4270 -0.062
C 3.0883 -9.9767 1.3627 -0.063
C 3.6011 -8.8565 2.0104 -0.052
C 2.9785 -7.6385 1.8104 0.005
H 0.8242 -8.4282 -0.6685 0.124
H 1.7057 -10.6879 -0.1514 0.110
H 3.5034 -10.9676 1.4922 0.108
H 4.4762 -9.0201 2.6240 0.112
H 3.3242 -6.7383 2.3025 0.096
O 7.5540 -3.0129 4.9218 0.079
N 6.7528 -3.0127 4.0082 -0.356
O 6.9599 -2.5572 2.9062 0.083
C 5.4715 -3.7008 4.2416 -0.144
C 5.1481 -4.1030 5.5286 -0.001
C 3.9187 -4.7064 5.7227 -0.065
C 3.0051 -4.8672 4.6752 -0.063
C 3.3224 -4.3784 3.4123 -0.084
C 4.5757 -3.8159 3.1964 0.004
H 5.8311 -3.9809 6.3547 0.120
H 3.6250 -4.9988 6.7231 0.108
H 2.0198 -5.2207 4.9515 0.110
H 2.5918 -4.3684 2.6170 0.081
H 4.8419 -3.3951 2.2356 0.122
```

For the max |F|, the calculation gives 1.3 eV Å⁻¹. Its SMILES is O=[N+]([O-])c1ccccc1.O=[N+]([O-])c1ccccc1.O=[N+]([O-])c1ccccc1.O=[N+]([O-])c1ccccc1.O=[N+]([O-])c1ccccc1.O=[N+]([O-])c1ccccc1. For the total energy, the calculation gives -2620.6886 a.u. The gap between HOMO and LUMO comes out at 8.7601 eV.



Entry from OMol25: the molecule CH4N2 (ωB97M-V/def2-TZVPD).

Structure (XYZ):
```
7
Properties=species:S:1:pos:R:3:nbo_charge:R:1
H -0.6588 1.1036 0.7895 0.313
N -0.4456 1.1577 -0.2152 -0.642
C 0.0944 0.0295 -0.4695 0.273
N 0.3464 -0.9860 0.4704 -0.863
H 0.6282 -0.2397 -1.3722 0.165
H 0.2388 -0.6557 1.4239 0.362
H -0.0387 -1.9276 0.3846 0.391
```

For the max |F|, the calculation gives 1.3 eV Å⁻¹. Its SMILES is [H]/N=C\N. For the total energy, the calculation gives -149.9901 a.u. The gap between HOMO and LUMO comes out at 10.7915 eV.



Entry from OMol25: the molecule C23H20N6O6 (ωB97M-V/def2-TZVPD).

Structure (XYZ):
```
55
Properties=species:S:1:pos:R:3:nbo_charge:R:1
O 2.4766 3.0770 4.8571 -0.382
N 2.3401 3.4323 3.6609 0.500
O 2.2416 4.6268 3.3076 -0.377
C 2.2542 2.4003 2.6826 0.012
C 1.8506 2.7411 1.3708 -0.161
C 1.1922 1.7816 0.6014 -0.242
C 0.9067 0.5021 1.0915 0.137
C 0.0797 -0.5245 0.3624 -0.382
C 0.0601 -0.2894 -1.1755 0.511
N 0.6745 -1.1029 -2.0220 -0.310
C 1.8177 -1.9228 -1.6272 -0.249
C 2.3913 -2.4841 -2.9718 -0.405
C 1.2655 -2.3263 -4.0138 -0.418
C 0.2813 -1.3011 -3.4314 -0.226
C -0.7006 0.7922 -1.7353 -0.137
C -1.9126 1.2015 -1.1319 -0.114
C -2.6149 2.2942 -1.5459 -0.202
C -2.1509 3.0939 -2.6083 -0.132
C -0.9252 2.7183 -3.2458 -0.234
C -0.1952 1.6465 -2.7723 -0.175
C 1.4738 0.1471 2.3511 -0.237
C 2.1390 1.0722 3.1458 -0.167
H 1.9178 3.7735 1.0272 0.252
H 1.0332 2.0007 -0.4585 0.211
H 0.4751 -1.5053 0.4744 0.269
H 2.6247 -1.3849 -1.0790 0.236
H 1.4830 -2.7883 -1.0168 0.244
H 3.2558 -1.8715 -3.3093 0.214
H 2.7117 -3.5446 -2.8753 0.239
H 1.6845 -1.9775 -4.9701 0.227
H 0.7437 -3.2758 -4.1954 0.228
H -0.7466 -1.6857 -3.4735 0.239
H 0.3356 -0.3674 -3.9987 0.225
H -2.3947 0.5810 -0.3804 0.237
H -3.5705 2.5759 -1.0405 0.242
H -2.6976 3.9621 -2.9586 0.229
H -0.5678 3.3181 -4.1130 0.231
H 0.7703 1.4054 -3.2478 0.213
H 1.5541 -0.9157 2.6498 0.225
H 2.4359 0.8424 4.1812 0.262
O -1.6616 1.7521 1.4638 -0.520
N -1.7281 1.1697 2.6009 0.481
C -1.5340 -0.2127 2.7033 -0.108
C -1.0864 -0.9164 1.4520 -0.278
C -1.4277 -2.2889 1.6280 -0.012
N -1.3839 -3.3259 0.6747 0.384
O -0.9772 -3.3899 -0.4530 -0.479
O -1.9509 -4.5032 1.3358 -0.188
N -2.2817 -4.1971 2.6446 -0.123
C -2.0283 -2.8450 2.8285 0.311
N -2.2132 -2.2013 3.9257 -0.512
C -2.0021 -0.8950 3.8606 0.150
O -2.0190 1.7889 3.6655 -0.446
H -1.5115 -0.3195 0.5734 0.280
H -2.1881 -0.3345 4.7307 0.226
```

For the max |F|, the calculation gives 6.2 eV Å⁻¹. For the total energy, the calculation gives -1667.8921 a.u. The gap between HOMO and LUMO comes out at 4.8566 eV.